1.
{"formula": "C23H52N2O2P2PtS", "method": "ωB97M-V/def2-TZVPD", "gap_ev": [6.02, 4.41], "energy_ha": -2366.0175, "multiplicity": 5, "max_force_ev_per_a": 4.6, "mol_weight_g_mol": 677.8, "s_squared": 6.03, "total_charge": 4, "symbols": ["Pt", "C", "O", "C", "O", "P", "C", "H", "C", "H", "C", "H", "C", "P", "H", "H", "C", "H", "C", "H", "H", "H", "C", "H", "H", "H", "C", "H", "H", "H", "C", "H", "H", "H", "C", "H", "H", "H", "C", "H", "H", "H", "C", "H", "H", "H", "C", "H", "C", "H", "H", "C", "H", "H", "H", "C", "H", "H", "H", "C", "H", "H", "H", "C", "H", "H", "H", "H", "H", "C", "N", "C", "S", "N", "C", "H", "H", "H", "H", "H", "H", "H", "H"], "coordinates": [[0.24, 0.06, -0.34], [2.10, -0.14, -0.82], [3.22, -0.26, -1.09], [-1.63, 0.25, -0.02], [-2.76, 0.42, 0.19], [0.27, 2.26, -1.30], [-0.14, 2.17, -3.11], [-0.14, 3.22, -3.45], [-1.02, 3.42, -0.65], [-1.93, 2.79, -0.66], [1.91, 3.15, -1.32], [2.57, 2.42, -1.81], [1.62, -3.09, 0.75], [0.11, -2.30, 0.01], [-0.52, -4.04, -1.51], [2.40, -2.91, 0.00], [-1.32, -3.16, 0.85], [-1.03, -4.23, 0.83], [-0.77, 3.83, 0.81], [-1.72, 4.20, 1.22], [-0.03, 4.64, 0.88], [-0.43, 2.99, 1.44], [-1.31, 4.65, -1.51], [-0.49, 5.39, -1.47], [-2.21, 5.14, -1.12], [-1.51, 4.41, -2.56], [1.91, 4.44, -2.15], [1.46, 4.32, -3.14], [2.96, 4.73, -2.31], [1.42, 5.27, -1.62], [2.50, 3.43, 0.07], [3.50, 3.85, -0.07], [2.60, 2.52, 0.67], [1.90, 4.16, 0.63], [0.93, 1.43, -3.90], [1.92, 1.90, -3.82], [0.65, 1.42, -4.97], [1.02, 0.38, -3.58], [-1.54, 1.61, -3.37], [-1.62, 0.55, -3.08], [-1.74, 1.66, -4.46], [-2.33, 2.17, -2.86], [1.42, -4.60, 0.92], [1.02, -5.09, 0.02], [0.76, -4.83, 1.77], [2.40, -5.06, 1.13], [2.11, -2.47, 2.06], [1.42, -2.64, 2.90], [-0.83, -2.21, -2.62], [2.27, -1.38, 1.98], [3.07, -2.94, 2.33], [1.38, -3.39, -2.29], [-0.41, -1.19, -2.67], [-0.80, -2.62, -3.64], [-1.88, -2.13, -2.32], [0.01, -3.08, -1.68], [1.26, -3.63, -3.36], [1.87, -4.25, -1.81], [2.06, -2.53, -2.23], [-2.65, -3.05, 0.09], [-2.99, -2.01, 0.03], [-3.41, -3.63, 0.64], [-2.59, -3.48, -0.92], [-1.47, -2.74, 2.31], [-1.59, -1.66, 2.42], [-0.62, -3.06, 2.93], [-2.37, -3.22, 2.73], [0.03, -1.65, -5.24], [-0.02, -0.95, -5.52], [-2.12, 0.99, 4.71], [-1.35, 0.56, 3.53], [-0.01, 0.36, 3.63], [1.06, 0.89, 2.41], [0.47, -0.26, 4.74], [-0.26, -1.33, 5.44], [-1.55, 0.78, 5.61], [-3.07, 0.45, 4.72], [-2.32, 2.07, 4.65], [-1.61, 1.06, 2.67], [1.49, -0.37, 4.72], [0.25, -2.29, 5.26], [-0.26, -1.13, 6.52], [-1.29, -1.41, 5.09]]}

2.
{"formula": "H4NO2PS", "method": "ωB97M-V/def2-TZVPD", "gap_ev": 9.05, "energy_ha": -947.1152, "e_above_lowest_ev": 4.1654, "max_force_ev_per_a": 2.9, "mol_weight_g_mol": 113.1, "smiles": "O=PS.NO", "symbols": ["O", "P", "S", "H", "N", "O", "H", "H", "H"], "coordinates": [[-1.38, -0.65, 2.35], [-0.17, 0.21, 2.20], [-0.90, 2.14, 1.45], [0.13, 2.55, 0.70], [0.57, -1.11, -1.82], [0.15, -0.65, -0.52], [1.42, -1.63, -1.75], [0.98, -0.22, -2.15], [-0.78, -0.64, -0.47]]}

3.
{"formula": "C5H5N2", "method": "ωB97M-V/def2-TZVPD", "gap_ev": [6.70, 7.76], "energy_ha": -302.5520, "multiplicity": 3, "e_above_lowest_ev": 0.6611, "max_force_ev_per_a": 5.7, "mol_weight_g_mol": 93.1, "s_squared": 2.02, "total_charge": 1, "symbols": ["C", "C", "C", "C", "C", "N", "N", "H", "H", "H", "H", "H"], "coordinates": [[-1.53, 0.06, 0.01], [-0.67, 1.13, 0.26], [-1.07, -1.23, -0.27], [1.31, -1.52, 0.14], [0.59, 1.13, 0.04], [0.19, -1.48, -0.15], [1.77, 1.27, -0.09], [-2.53, 0.19, -0.03], [-1.04, 2.07, 0.58], [-1.70, -2.05, -0.32], [2.26, -1.35, 0.49], [2.43, 1.78, -0.67]]}

4.
{"formula": "C24H56CoN8O8", "method": "ωB97M-V/def2-TZVPD", "gap_ev": 9.92, "energy_ha": -3370.5330, "multiplicity": 4, "max_force_ev_per_a": 4.0, "mol_weight_g_mol": 643.7, "s_squared": 3.75, "total_charge": 2, "symbols": ["Co", "C", "C", "O", "N", "C", "H", "H", "H", "H", "H", "H", "H", "C", "C", "O", "N", "C", "H", "H", "H", "H", "H", "H", "H", "C", "C", "O", "N", "C", "H", "H", "H", "H", "H", "H", "H", "C", "C", "O", "N", "C", "H", "H", "H", "H", "H", "H", "H", "C", "C", "O", "N", "C", "H", "H", "H", "H", "H", "H", "H", "C", "C", "O", "N", "C", "H", "H", "H", "H", "H", "H", "H", "C", "C", "O", "N", "C", "H", "H", "H", "H", "H", "H", "H", "C", "C", "O", "N", "C", "H", "H", "H", "H", "H", "H", "H"], "coordinates": [[-0.86, 0.92, -0.40], [1.05, 3.45, 1.94], [-0.41, 3.37, 1.61], [-0.87, 2.40, 0.97], [-1.17, 4.39, 1.95], [-2.57, 4.29, 1.71], [1.41, 2.42, 1.92], [1.24, 4.00, 2.86], [1.52, 4.04, 1.15], [-0.86, 5.12, 2.57], [-3.14, 4.88, 2.43], [-2.93, 3.27, 1.80], [-2.81, 4.53, 0.67], [0.84, 1.81, -3.90], [0.42, 2.71, -2.69], [-0.33, 2.28, -1.83], [0.95, 3.95, -2.66], [0.72, 4.88, -1.60], [1.57, 2.33, -4.52], [-0.10, 1.60, -4.40], [1.29, 0.95, -3.41], [1.57, 4.23, -3.41], [0.22, 5.75, -2.03], [1.70, 5.20, -1.24], [0.17, 4.49, -0.74], [2.20, -1.23, 0.43], [2.25, 0.19, -0.01], [1.20, 0.73, -0.36], [3.45, 0.78, -0.15], [3.59, 2.13, -0.65], [1.24, -1.73, 0.27], [2.42, -1.39, 1.49], [2.86, -1.70, -0.29], [4.32, 0.30, 0.07], [3.09, 2.20, -1.62], [4.65, 2.34, -0.77], [3.28, 2.87, 0.08], [-1.34, -2.86, 1.52], [-1.67, -1.44, 1.78], [-1.29, -0.66, 0.88], [-2.33, -1.14, 2.90], [-2.77, 0.14, 3.37], [-0.26, -2.98, 1.49], [-1.63, -3.15, 0.52], [-1.86, -3.57, 2.18], [-2.58, -1.95, 3.45], [-3.82, 0.31, 3.13], [-2.18, 0.93, 2.90], [-2.76, 0.20, 4.45], [0.17, -5.02, -1.25], [1.58, -5.06, -0.71], [1.74, -4.92, 0.49], [2.58, -5.27, -1.52], [3.92, -4.98, -1.06], [0.12, -5.33, -2.29], [-0.07, -3.97, -1.09], [-0.36, -5.64, -0.54], [2.43, -5.36, -2.52], [4.31, -5.59, -0.24], [4.01, -3.92, -0.82], [4.51, -5.12, -1.97], [-2.47, -1.81, -2.91], [-1.08, -1.46, -2.58], [-0.80, -0.59, -1.80], [-0.14, -2.12, -3.19], [1.30, -1.93, -3.09], [-2.50, -2.59, -3.67], [-2.97, -0.91, -3.28], [-2.91, -2.18, -1.99], [-0.46, -2.80, -3.87], [1.60, -1.24, -2.29], [1.68, -1.55, -4.04], [1.75, -2.89, -2.87], [0.60, -1.56, 4.78], [1.49, -0.51, 4.08], [0.94, 0.15, 3.18], [2.73, -0.37, 4.44], [3.62, 0.55, 3.80], [0.25, -2.23, 4.00], [-0.33, -1.16, 5.18], [1.18, -2.11, 5.52], [3.08, -0.94, 5.19], [3.56, 0.31, 2.74], [4.57, 0.28, 4.26], [3.45, 1.61, 4.02], [-4.87, -0.04, 0.06], [-3.95, 0.78, -0.85], [-2.77, 1.05, -0.52], [-4.49, 1.16, -2.02], [-3.80, 1.92, -3.06], [-4.64, 0.02, 1.12], [-5.05, -1.06, -0.30], [-5.85, 0.43, 0.08], [-5.43, 0.96, -2.33], [-3.12, 2.73, -2.81], [-4.61, 2.44, -3.58], [-3.18, 1.27, -3.68]]}

5.
{"formula": "C5H15N2", "method": "ωB97M-V/def2-TZVPD", "gap_ev": [2.85, 7.77], "energy_ha": -308.8251, "multiplicity": 2, "e_above_lowest_ev": 3.1587, "max_force_ev_per_a": 3.3, "mol_weight_g_mol": 103.2, "s_squared": 0.75, "symbols": ["C", "C", "N", "H", "H", "H", "H", "H", "H", "H", "H", "C", "C", "N", "C", "H", "H", "H", "H", "H", "H", "H"], "coordinates": [[2.79, -0.35, 0.40], [1.70, -1.00, 1.31], [0.39, -0.17, 1.30], [3.73, -0.93, 0.44], [2.47, -0.40, -0.63], [2.99, 0.66, 0.77], [1.34, -1.97, 0.95], [2.12, -1.08, 2.33], [0.69, 0.83, 1.47], [-0.11, -0.47, 2.14], [-0.35, -0.22, 0.24], [-3.01, 1.03, 0.33], [-2.00, 1.00, -0.54], [-1.15, -0.15, -0.77], [-0.45, 0.01, -2.07], [-3.27, 0.20, 0.96], [-3.65, 1.94, 0.31], [-1.77, 1.93, -1.09], [-1.66, -1.02, -0.75], [-1.16, 0.18, -2.90], [0.24, 0.87, -2.00], [0.15, -0.90, -2.21]]}

6.
{"formula": "C5H7NO", "method": "ωB97M-V/def2-TZVPD", "gap_ev": 8.85, "energy_ha": -324.5702, "e_above_lowest_ev": 4.1970, "max_force_ev_per_a": 2.6, "mol_weight_g_mol": 97.1, "smiles": "[H]/N=C1\\C(=O)C1(C)C", "symbols": ["H", "N", "C", "C", "O", "C", "C", "C", "H", "H", "H", "H", "H", "H"], "coordinates": [[-1.04, -0.79, -2.88], [-0.53, -1.12, -2.06], [-0.28, -0.22, -1.22], [-0.32, 1.16, -0.56], [-0.54, 2.35, -0.58], [0.34, 0.04, 0.07], [-1.24, -0.12, 1.07], [1.75, -0.16, 0.52], [-1.27, -1.19, 1.19], [-2.19, 0.19, 0.63], [-1.03, 0.48, 1.95], [1.96, 0.43, 1.41], [1.94, -1.22, 0.72], [2.43, 0.17, -0.27]]}

7.
{"formula": "Br3H2OZn", "method": "ωB97M-V/def2-TZVPD", "gap_ev": 3.50, "energy_ha": -9577.7668, "e_above_lowest_ev": 8.0770, "max_force_ev_per_a": 1.0, "mol_weight_g_mol": 323.1, "total_charge": -1, "symbols": ["Zn", "Br", "Br", "Br", "O", "H", "H"], "coordinates": [[0.53, -0.33, 0.91], [3.84, -2.76, 0.84], [1.18, 3.24, 2.73], [-2.48, -2.38, 2.74], [-0.88, 0.65, -2.05], [-0.39, 0.88, -2.85], [-1.80, 0.70, -2.31]]}

8.
{"formula": "C34H34O2PPdS2", "method": "ωB97M-V/def2-TZVPD", "gap_ev": 2.62, "energy_ha": -2730.9869, "e_above_lowest_ev": 0.0000, "max_force_ev_per_a": 2.2, "mol_weight_g_mol": 676.2, "total_charge": 3, "symbols": ["Pd", "C", "C", "C", "C", "C", "C", "P", "C", "C", "C", "C", "C", "C", "C", "C", "C", "C", "C", "C", "H", "H", "H", "H", "H", "H", "H", "H", "H", "H", "H", "H", "H", "H", "C", "S", "C", "O", "H", "H", "H", "H", "H", "H", "O", "S", "C", "C", "C", "C", "C", "C", "C", "C", "C", "C", "C", "C", "C", "C", "H", "H", "H", "H", "H", "H", "H", "H", "H", "H", "H", "H", "H", "H"], "coordinates": [[0.53, 0.98, -0.25], [0.35, 4.58, 5.98], [-0.73, 4.73, 5.11], [-0.72, 4.08, 3.89], [0.40, 3.30, 3.54], [1.46, 3.11, 4.45], [1.44, 3.77, 5.65], [0.45, 2.56, 1.97], [1.85, 1.53, 1.60], [1.90, 0.22, 2.15], [3.04, -0.53, 2.01], [4.15, 0.01, 1.35], [4.11, 1.28, 0.80], [2.96, 2.05, 0.91], [0.16, 3.57, 0.59], [-0.11, 4.95, 0.54], [-0.36, 5.52, -0.68], [-0.41, 4.73, -1.83], [-0.16, 3.36, -1.80], [0.13, 2.79, -0.58], [0.33, 5.08, 6.94], [-1.57, 5.35, 5.39], [-1.56, 4.17, 3.22], [2.31, 2.48, 4.19], [2.26, 3.67, 6.35], [1.04, -0.17, 2.69], [3.09, -1.53, 2.43], [5.06, -0.58, 1.27], [4.98, 1.69, 0.30], [2.93, 3.05, 0.51], [-0.10, 5.54, 1.45], [-0.54, 6.59, -0.76], [-0.65, 5.20, -2.78], [-0.25, 2.78, -2.71], [1.54, -0.59, -4.59], [1.24, 0.86, -3.61], [2.86, 1.59, -3.62], [1.06, 0.29, -2.19], [2.45, -1.08, -4.24], [1.63, -0.28, -5.63], [0.67, -1.23, -4.47], [3.11, 1.87, -4.65], [3.58, 0.87, -3.23], [2.83, 2.49, -3.01], [-1.08, -0.45, 0.56], [-1.67, -1.05, -0.73], [-0.53, -2.36, -1.17], [-0.95, -3.11, -2.41], [-1.58, -2.48, -3.48], [-1.95, -3.20, -4.61], [-1.68, -4.56, -4.68], [-1.04, -5.20, -3.63], [-0.69, -4.48, -2.49], [-3.15, -2.03, -0.23], [-2.90, -3.08, 0.78], [-2.80, -2.75, 2.16], [-2.65, -3.74, 3.08], [-2.58, -5.09, 2.66], [-2.66, -5.44, 1.30], [-2.81, -4.44, 0.37], [-0.43, -3.01, -0.30], [0.42, -1.84, -1.33], [-1.79, -1.41, -3.45], [-2.45, -2.71, -5.43], [-1.97, -5.13, -5.56], [-0.81, -6.25, -3.68], [-0.19, -4.98, -1.67], [-3.53, -2.43, -1.17], [-3.83, -1.25, 0.14], [-2.86, -1.71, 2.46], [-2.60, -3.50, 4.14], [-2.48, -5.88, 3.41], [-2.62, -6.47, 0.99], [-2.89, -4.69, -0.69]]}

9.
{"formula": "C4H6N2O3S", "method": "ωB97M-V/def2-TZVPD", "gap_ev": [8.59, 8.59], "energy_ha": -889.3276, "e_above_lowest_ev": 2.1398, "max_force_ev_per_a": 3.2, "mol_weight_g_mol": 162.2, "symbols": ["C", "C", "C", "C", "N", "N", "O", "O", "O", "S", "H", "H", "H", "H", "H", "H"], "coordinates": [[0.53, -0.45, 1.14], [0.21, -1.77, 1.04], [-0.99, -0.67, -0.56], [-2.10, 2.42, -1.53], [-0.16, 0.13, 0.13], [-0.67, -1.91, 0.01], [3.44, -0.16, 1.48], [2.62, 0.05, -0.82], [-1.48, 3.19, -0.89], [2.85, -0.83, 0.31], [0.92, 0.07, 1.99], [0.81, -2.49, 1.68], [-2.84, 2.84, -2.28], [-1.90, 1.32, -1.41], [-0.98, -2.88, -0.37], [-0.26, 1.13, 0.06]]}

10.
{"formula": "C5H11ClN2O4P2S", "method": "ωB97M-V/def2-TZVPD", "gap_ev": 6.55, "energy_ha": -2148.4553, "max_force_ev_per_a": 9.5, "mol_weight_g_mol": 292.6, "symbols": ["C", "O", "C", "C", "N", "C", "P", "O", "O", "O", "N", "C", "P", "S", "H", "H", "H", "H", "H", "H", "H", "H", "H", "H", "H", "Cl"], "coordinates": [[3.26, 0.14, 0.33], [2.57, 0.90, 1.38], [1.57, 1.84, 0.82], [0.29, 0.94, 0.37], [-0.19, -0.10, 1.34], [-1.28, -0.70, 0.59], [-2.38, -2.13, 1.15], [-2.39, -2.26, 2.68], [-3.95, -1.84, 0.56], [-1.70, -3.57, 0.50], [-1.53, -0.13, -0.73], [-0.56, 0.95, -0.93], [-0.36, 2.11, -2.42], [-1.91, 1.74, -3.59], [2.59, -0.67, -0.22], [3.73, 0.82, -0.50], [4.11, -0.47, 0.85], [2.00, 2.44, -0.06], [1.25, 2.59, 1.64], [0.18, -0.31, 2.27], [-4.02, -2.23, -0.34], [-0.74, -3.58, 0.75], [-2.24, -0.41, -1.43], [0.82, 1.71, -3.16], [-0.28, 3.49, -2.01], [1.16, -1.27, 0.17]]}

11.
{"formula": "C27H47AsN3O16P2RbSi3", "method": "ωB97M-V/def2-TZVPD", "gap_ev": 7.13, "energy_ha": -6236.4826, "e_above_lowest_ev": 1.0692, "max_force_ev_per_a": 1.1, "mol_weight_g_mol": 976.3, "total_charge": -2, "symbols": ["Rb", "C", "C", "O", "P", "O", "O", "O", "P", "O", "O", "O", "H", "H", "H", "H", "H", "H", "H", "C", "Si", "C", "C", "As", "Si", "C", "C", "C", "Si", "C", "C", "C", "H", "H", "H", "H", "H", "H", "H", "H", "H", "H", "H", "H", "H", "H", "H", "H", "H", "H", "H", "H", "H", "H", "H", "H", "H", "H", "H", "O", "N", "O", "C", "C", "C", "C", "O", "C", "C", "N", "O", "O", "N", "O", "O", "H", "H", "C", "C", "C", "C", "C", "C", "C", "C", "C", "C", "O", "O", "H", "H", "H", "H", "H", "H", "H", "H", "H", "H", "H"], "coordinates": [[-0.50, -0.42, 0.82], [-1.16, -1.14, -4.73], [-0.57, -1.18, -3.33], [0.69, -1.86, -3.40], [-1.61, -2.14, -2.18], [-2.05, -3.44, -2.99], [-3.00, -1.37, -2.12], [-0.96, -2.43, -0.89], [-0.17, 0.54, -2.70], [-1.69, 1.06, -2.32], [0.38, 1.38, -3.79], [0.54, 0.26, -1.42], [-1.24, -2.14, -5.14], [-0.51, -0.53, -5.36], [-2.15, -0.68, -4.71], [1.15, -1.63, -2.58], [-2.13, -4.20, -2.39], [-2.92, -0.46, -1.80], [-1.80, 2.01, -2.45], [5.62, 2.04, -3.73], [4.51, 3.28, -2.82], [3.24, 3.95, -4.04], [5.66, 4.67, -2.24], [3.26, 2.04, -1.28], [4.68, 1.63, 0.53], [3.64, 0.75, 1.82], [5.53, 3.14, 1.30], [6.03, 0.44, -0.04], [1.87, 3.74, -0.34], [1.55, 3.49, 1.49], [0.22, 3.77, -1.22], [2.65, 5.46, -0.49], [5.93, 2.48, -4.69], [5.10, 1.11, -3.94], [6.52, 1.81, -3.16], [3.75, 4.24, -4.97], [2.71, 4.82, -3.66], [2.50, 3.19, -4.28], [6.16, 5.06, -3.13], [6.43, 4.30, -1.57], [5.15, 5.49, -1.75], [2.75, 1.29, 2.15], [4.26, 0.55, 2.70], [3.30, -0.21, 1.44], [4.83, 3.94, 1.54], [6.29, 3.55, 0.64], [6.02, 2.83, 2.23], [5.60, -0.43, -0.53], [6.61, 0.11, 0.82], [6.72, 0.91, -0.75], [0.88, 2.67, 1.75], [1.03, 4.41, 1.80], [2.46, 3.41, 2.09], [-0.46, 3.04, -0.77], [0.30, 3.56, -2.28], [-0.22, 4.76, -1.06], [3.58, 5.54, 0.07], [1.93, 6.17, -0.05], [2.83, 5.78, -1.51], [-2.24, -1.06, 8.58], [-3.25, -1.26, 7.90], [-4.36, -1.45, 8.39], [-3.11, -1.26, 6.47], [-1.87, -1.03, 5.89], [-1.74, -1.06, 4.53], [-2.85, -1.25, 3.58], [-2.76, -1.28, 2.36], [-4.09, -1.50, 4.31], [-4.23, -1.51, 5.67], [-5.33, -1.71, 3.56], [-6.20, -2.39, 4.09], [-5.46, -1.18, 2.48], [-0.36, -0.92, 4.06], [0.42, -0.27, 4.72], [-0.07, -1.49, 3.02], [-1.00, -0.84, 6.50], [-5.19, -1.70, 6.12], [-3.04, 6.12, -1.26], [-2.91, 5.10, -0.17], [-2.19, 5.37, 0.99], [-2.03, 4.41, 1.99], [-1.23, 4.75, 3.22], [-2.59, 3.15, 1.83], [-3.36, 2.87, 0.69], [-4.08, 1.56, 0.56], [-3.50, 3.85, -0.29], [-2.32, 2.03, 2.84], [-3.11, 1.88, 3.78], [-1.28, 1.37, 2.59], [-2.59, 7.07, -0.97], [-4.08, 6.31, -1.52], [-2.53, 5.79, -2.17], [-1.73, 6.35, 1.11], [-1.53, 5.72, 3.62], [-0.16, 4.79, 3.00], [-1.38, 4.00, 4.00], [-5.05, 1.60, 1.07], [-3.55, 0.74, 1.02], [-4.27, 1.34, -0.50], [-4.10, 3.63, -1.17]]}

12.
{"formula": "C3H6N2O2", "method": "ωB97M-V/def2-TZVPD", "gap_ev": 10.01, "energy_ha": -377.7036, "e_above_lowest_ev": 6.9589, "max_force_ev_per_a": 7.8, "mol_weight_g_mol": 102.1, "symbols": ["C", "C", "C", "H", "H", "H", "H", "H", "H", "N", "N", "O", "O"], "coordinates": [[-1.22, 0.10, -0.38], [-0.05, 1.20, -0.12], [-0.09, -0.71, 0.25], [-1.89, 0.59, -2.51], [-0.60, -0.37, -2.38], [-2.23, -0.18, 0.18], [0.58, 1.50, -1.08], [-0.42, 2.27, 0.13], [1.81, 0.33, 2.21], [-1.48, -0.27, -1.86], [0.40, 0.33, 1.02], [1.68, 0.71, 1.16], [0.63, -1.72, 0.20]]}